Molecular formula: C20H20N4
Method: DFT, ωB97M-V/def2-TZVPD

Positions of all 44 atoms, in Å:
1 N 1.54474 5.16283 -1.32764
2 N -2.03531 2.91266 1.69226
3 N -0.29122 -2.41455 -0.50518
4 N 1.23988 -6.76465 -2.68680
5 C 3.20846 4.64520 0.30464
6 C -3.15113 1.75925 3.48589
7 C 0.40010 -5.79922 -2.30069
8 C -0.87266 -1.22663 -0.63369
9 C 2.76179 5.37999 -0.76180
10 C 0.63426 -1.69242 1.56746
11 C -0.31209 -5.00300 -3.20869
12 C 0.45278 -2.64032 0.57614
13 C 0.65745 -6.29317 -4.95345
14 C 0.08055 -0.42883 1.39680
15 C -0.70566 -0.19020 0.27681
16 C 0.79690 4.20220 -0.80339
17 C -2.74889 1.90042 2.15412
18 C 1.37861 -6.97956 -4.00103
19 C 2.41889 3.65118 0.89871
20 C -0.18940 -5.26729 -4.54871
21 C -2.82919 2.79229 4.33188
22 C -2.00399 3.83478 3.92091
23 C -1.67309 3.85676 2.58001
24 C 1.22455 3.41439 0.27597
25 H 0.47976 -5.52965 -1.25555
26 H 0.77236 -6.44362 -6.01977
27 H -0.13984 4.04998 -1.32285
28 H -1.03965 4.66651 2.23491
29 H 1.25500 -1.90404 2.42835
30 H 4.22508 4.80349 0.65363
31 H 3.29300 6.22259 -1.18017
32 H -0.81873 -4.12796 -2.82170
33 H -3.12695 1.17026 1.44509
34 H -1.34588 -1.07725 -1.59809
35 H -3.14816 2.69077 5.36634
36 H -1.05519 0.82216 0.12047
37 H 2.09631 -7.75468 -4.24367
38 H -1.64460 4.62365 4.56395
39 H 0.99850 -3.57089 0.68086
40 H 0.52534 2.74710 0.77292
41 H -3.71454 0.90442 3.82747
42 H 2.76299 3.16435 1.79810
43 H 0.28868 0.35820 2.11040
44 H -0.64982 -4.62751 -5.29121

Properties
spin multiplicity = 1
HOMO level = -0.345 Eh
DFT total energy = -27023.5117 eV
LUMO energy = 0.578 eV
energy relative to the best compared isomer or geometry (same formula, charge and spin) = 241.61 kJ/mol



Molecular formula: C35H34MnN4OS4
Method: DFT, ωB97M-V/def2-TZVPD

Positions of all 79 atoms, in Å:
1 Mn 0.99818 0.15003 0.25245
2 S 0.11020 -0.63256 2.33618
3 S 0.89898 -2.30142 -0.31725
4 S 3.25435 -0.39019 0.75821
5 S 1.83820 0.68304 -1.85364
6 O -3.91489 -1.87754 -3.67952
7 N -0.92626 2.19606 -0.12790
8 N 1.41029 1.91080 1.77123
9 N -1.49418 -0.04998 -0.19486
10 N -2.72701 -3.45744 -2.58011
11 C 1.40188 1.59896 3.08207
12 C -1.59364 -4.72366 -0.75466
13 C 6.18330 1.77299 -1.00926
14 C 1.32722 0.13279 3.42806
15 C 0.46286 -3.00887 3.65858
16 C -4.85693 -4.67907 -2.28517
17 C -2.16256 5.46037 0.97281
18 C 5.46497 1.00447 -0.10079
19 C 1.86447 3.65111 0.14008
20 C -1.89425 0.06675 -2.93702
21 C -3.01252 -2.15989 -2.89351
22 C 0.83880 -3.05260 1.24094
23 C 1.71868 3.85718 3.80010
24 C 3.51798 1.09369 -1.52711
25 C 0.52046 -2.36004 2.43060
26 C -2.37619 3.84680 -1.26868
27 C 4.13658 0.64442 -0.33783
28 C 0.76035 -4.35765 3.76859
29 C 5.57648 2.20395 -2.18049
30 C -1.45204 -3.90024 -2.02435
31 C 1.14596 -4.42282 1.38878
32 C 1.71180 3.24640 1.42217
33 C 1.52229 2.48862 4.12717
34 C 1.10728 -5.05796 2.61407
35 C -1.61391 3.40457 -0.18316
36 C -3.02047 5.07628 -1.21936
37 C -1.21843 1.05636 -0.88328
38 C -1.52481 4.23735 0.94284
39 C -2.24532 -1.08360 -2.21715
40 C 1.81929 4.21997 2.50433
41 C -1.33396 1.12981 -2.28477
42 C -3.60560 -4.47879 -3.13072
43 C 4.24985 1.86361 -2.42705
44 C -1.95949 -1.10307 -0.86839
45 C -2.92062 5.89775 -0.10942
46 H 7.21196 2.04347 -0.79176
47 H 1.43986 -4.96914 0.50008
48 H -2.05996 6.08222 1.85451
49 H -0.93206 -4.48595 -2.79262
50 H -3.41840 6.85940 -0.08424
51 H 1.80101 2.96841 -0.69438
52 H -0.92652 3.91606 1.78695
53 H -4.59884 -5.00284 -1.27591
54 H -3.89292 -4.18596 -4.14137
55 H 3.75715 2.20812 -3.33008
56 H -0.82519 -3.03689 -1.81035
57 H -2.08037 -4.14368 0.03142
58 H 1.80740 4.60221 4.58575
59 H 1.49530 2.13817 5.14998
60 H 0.18220 -2.43949 4.53819
61 H -0.60327 -4.99387 -0.38727
62 H 1.36004 -6.11145 2.67504
63 H -0.93045 1.98287 -2.80704
64 H -2.16904 -5.63944 -0.91803
65 H 2.29334 -0.32980 3.21780
66 H -2.05131 0.08805 -4.00793
67 H -2.47861 3.23928 -2.15308
68 H -5.51230 -5.42876 -2.73587
69 H 1.99543 5.25189 2.22227
70 H -3.03189 -5.40522 -3.19584
71 H 0.72609 -4.85233 4.73156
72 H -3.60625 5.39107 -2.07581
73 H 5.93017 0.67464 0.82156
74 H 2.08456 4.69449 -0.05212
75 H -2.15960 -1.98112 -0.26609
76 H 1.05340 0.00146 4.47379
77 H 6.12202 2.81411 -2.89305
78 H -5.40717 -3.74064 -2.21681
79 H -0.56342 1.99391 0.79695

Properties
spin multiplicity = 2
HOMO level (alpha / beta) = -0.017 / -0.017 Eh
DFT total energy = -119517.8470 eV
expectation value of S² = 0.89
total charge = -2
LUMO energy (alpha / beta) = 4.328 / 4.328 eV



Molecular formula: C3H8OS
Method: DFT, ωB97M-V/def2-TZVPD

Positions of all 13 atoms, in Å:
1 S 1.04893 -0.36845 0.04244
2 O -3.45959 0.30293 -0.14512
3 C 2.91453 -0.29821 -0.16003
4 C 0.75728 1.36963 0.32178
5 C -2.90448 -0.80258 -0.14722
6 H 3.21565 -1.15681 -0.79117
7 H 1.11697 1.91926 1.17466
8 H 3.22593 0.61386 -0.47862
9 H -3.20383 -1.68569 0.60100
10 H -2.00360 -1.01681 -0.82661
11 H 1.06686 1.96860 -0.62378
12 H -0.30331 1.41790 0.43160
13 H 3.17519 -0.20156 0.90757

Properties
spin multiplicity = 1
HOMO level = -0.317 Eh
DFT total energy = -16121.4959 eV
LUMO energy = 0.670 eV
energy relative to the best compared isomer or geometry (same formula, charge and spin) = 168.03 kJ/mol



no.,F_max (hartree/bohr)
1,0.033
2,0.035
3,0.074